The following is a DFT calculation (ωB97M-V with the def2-TZVPD basis set) of the molecule C19H31N5O3.

Values from the calculation:
structure (SMILES)	C[C@@H]1CCOC[C@H]1C(=O)N(C)CCCCC(=O)N1CCc2c(nnn2C)C1
energy above the lowest of the compared OMol25 structures with the same formula, charge and spin	1.805	eV

Structure (ORCA input):
```
! RIJCOSX wB97M-V def2-TZVPD def2/J DEFGRID3
* xyz 0 1
H -2.207 1.209 5.824
C -0.370 2.654 3.260
C 3.636 -3.251 1.963
H 2.590 -2.096 -0.296
C -0.222 1.602 -1.497
H 1.248 3.466 2.062
H 1.898 0.333 1.332
C 4.941 -5.163 1.285
C 4.611 -3.874 -1.139
H -2.414 0.179 1.941
H 1.759 2.262 3.259
H 2.748 -1.507 2.707
H -0.477 2.992 5.393
C -0.631 2.172 4.685
H -0.956 1.064 -2.101
C -0.741 1.531 2.287
C 5.174 -3.092 0.005
H -1.029 3.499 3.043
H 0.771 1.422 -1.915
O 3.032 -3.975 2.737
H 4.761 -5.512 2.296
H 1.332 3.895 3.771
C -0.705 2.021 0.846
C -2.041 1.629 4.833
C 3.013 -6.665 -2.674
H 2.082 -6.824 -2.131
H 2.252 0.227 -0.377
C 2.186 -1.695 0.637
H -0.028 -0.792 -0.741
N 3.895 -4.450 -3.083
H -0.353 -0.641 0.965
C -2.158 1.026 2.580
H -0.046 0.703 2.452
H 4.395 -6.931 0.151
C 1.075 3.096 3.073
H 4.864 -2.053 -0.044
H 5.990 -5.328 1.030
C 4.094 -5.132 -0.988
H 0.083 1.382 4.943
C 1.701 -0.258 0.432
N 4.472 -3.490 -2.429
H 2.802 -6.542 -3.732
H 3.668 -7.522 -2.529
H 4.064 -1.152 1.590
H 3.021 -5.953 0.672
H 6.267 -3.105 -0.004
N -0.271 1.158 -0.115
H -2.869 1.838 2.377
N 3.658 -5.452 -2.223
O -2.288 0.578 3.912
H 1.339 -2.336 0.902
C 3.213 -1.811 1.770
C 4.041 -5.906 0.284
H -2.773 2.433 4.671
N 4.703 -3.722 1.238
H -0.441 2.664 -1.532
C 0.204 -0.192 0.143
O -1.101 3.145 0.575
*
```

The following is a DFT calculation (ωB97M-V with the def2-TZVPD basis set) of the molecule C19H31NO3.

Values from the calculation:
structure (SMILES)	CCCCOc1ccc([C@@](O)(CC)CCN2CCOCC2)cc1
energy above the lowest of the compared OMol25 structures with the same formula, charge and spin	2.001	eV

Structure (ORCA input):
```
! RIJCOSX wB97M-V def2-TZVPD def2/J DEFGRID3
* xyz 0 1
H -6.314 -1.566 -2.317
H 0.176 -0.067 -1.544
H 1.830 -2.783 2.091
C 2.413 2.972 -0.726
O -3.133 0.801 1.484
C 2.130 -3.000 -1.111
C -4.134 0.065 0.812
C 2.926 -2.041 -0.229
H -2.101 -0.370 -0.790
H 1.496 -2.411 -1.789
H 2.241 3.537 0.190
H 1.921 0.093 2.119
H 4.562 3.099 -0.491
H -4.901 -0.113 1.572
C 3.811 3.265 -1.259
C -1.001 1.736 1.621
C 0.449 -3.135 0.469
C 0.289 1.912 1.172
H 4.070 0.634 0.030
C 1.206 -2.188 1.398
H 3.878 4.301 -1.585
H -6.402 0.798 -1.707
H -3.744 -0.905 0.484
H 3.642 -2.617 0.387
C 2.660 -0.269 1.399
C -1.452 0.281 -0.224
C 2.171 1.465 -0.462
O 1.327 -3.871 -0.348
C -5.905 0.109 -1.021
C -0.151 0.463 -0.663
H 0.956 2.543 1.739
H 4.036 2.618 -2.103
H -3.969 1.057 -1.098
H -6.631 -0.181 -0.259
C -5.464 -1.125 -1.801
H 1.847 1.107 -2.346
C 0.739 1.278 0.016
H -1.347 2.222 2.520
H -5.044 -1.880 -1.141
H 1.671 3.303 -1.459
C -1.894 0.917 0.928
H -5.095 1.804 0.033
H 2.798 -3.634 -1.696
C 3.173 0.918 0.578
O 2.423 0.751 -1.660
N 2.007 -1.283 0.598
H 3.439 1.710 1.279
H -0.123 -3.867 1.044
H 0.489 -1.605 1.981
H 3.473 -1.349 -0.868
H -4.715 -0.859 -2.544
H 3.509 -0.686 1.973
H -0.234 -2.542 -0.156
C -4.743 0.846 -0.356
*
```

The following is a DFT calculation (ωB97M-V with the def2-TZVPD basis set) of a structure of composition C19H32AlBrCl6F4N4O13S.

Values from the calculation:
calculated total energy	-226254.4093	eV

Structure (ORCA input):
```
! RIJCOSX wB97M-V def2-TZVPD def2/J DEFGRID3
* xyz 0 1
C 1.585 0.022 -3.760
H -1.221 -2.417 5.789
H -0.214 3.422 -4.304
H -6.033 4.274 0.787
H -4.807 1.756 10.345
F 2.376 -1.543 -1.913
H 3.999 -4.169 0.768
H -1.472 2.167 -4.586
O 0.718 -6.952 4.483
H 7.181 1.261 -2.279
O -2.968 0.274 6.846
O -3.819 -1.408 -0.323
N 1.518 -6.035 4.721
C 1.367 -0.588 -2.295
H -2.166 3.555 -1.894
C -2.831 0.404 8.176
H -1.848 -2.171 7.426
O 4.414 -4.933 0.348
H -3.066 1.039 0.084
H -0.928 -0.006 6.498
H 0.543 0.004 -4.268
O -0.508 3.096 -7.275
H 4.821 -4.569 -0.449
H -1.060 4.179 -0.642
H -6.890 3.688 2.229
H -3.709 -0.824 -2.285
H -2.215 -0.816 -1.455
O 5.584 -3.910 -2.957
F 5.399 -2.297 -1.346
C 4.629 1.210 -3.682
H -7.786 3.985 0.724
H 1.862 1.125 -3.662
H -1.660 3.804 -5.292
F 1.419 0.442 -1.286
H 8.204 2.210 -3.732
C -0.952 3.029 -5.003
Cl -1.316 -2.965 0.473
Cl -0.982 -2.824 3.352
Cl -3.175 -4.350 2.221
C -1.985 -1.902 6.376
Br -4.327 6.709 1.292
C -1.887 4.430 -1.306
H 3.823 2.039 -3.794
C -3.492 0.904 -0.925
H -2.000 -0.173 5.111
O 0.621 1.691 -6.057
Cl -3.278 4.932 -0.329
C -1.896 -0.401 6.175
H -4.095 0.142 10.521
C 7.226 1.797 -3.285
F 0.088 -1.245 -2.277
N 6.328 -1.759 -3.688
H 4.571 0.850 -2.598
C 6.031 1.951 -4.036
C -1.481 -3.862 2.000
C -6.589 2.218 0.711
H 6.657 -0.875 -3.263
H -2.970 -2.273 6.080
O 1.096 -4.910 5.026
Al 5.635 -1.932 -7.827
C -3.956 1.129 10.074
H -4.569 1.035 -0.730
O -2.970 1.614 -1.889
N -0.221 2.570 -6.215
C 5.763 -2.689 -2.694
C -3.296 -0.691 -1.272
C 5.426 -1.529 -4.829
Cl -1.372 5.721 -2.401
H 2.085 -0.899 -5.758
S 4.257 -0.072 -4.969
H -3.047 1.600 10.453
C -6.842 3.632 1.141
O -3.930 1.018 8.653
N -6.388 1.099 0.370
Cl -0.449 -5.306 1.953
C 2.555 -0.849 -4.698
O -1.897 0.014 8.837
O 2.737 -6.243 4.653
H 6.009 2.665 -4.929
O 5.382 -2.358 -5.867
H 2.654 -1.957 -4.372
*
```

The following is a DFT calculation (ωB97M-V with the def2-TZVPD basis set) of a structure of composition C19H32BF11NO10S3Si2.

Values from the calculation:
calculated total energy	-121020.2080	eV

Structure (ORCA input):
```
! RIJCOSX wB97M-V def2-TZVPD def2/J DEFGRID3
* xyz -1 1
H -1.222 1.308 2.246
O -3.587 -2.674 1.465
O -0.706 1.572 -0.678
N 1.243 6.906 -3.882
F -0.013 9.352 -4.773
C -3.077 1.848 1.409
B -0.144 2.685 -0.036
O 2.205 6.350 -1.578
H 1.701 -4.307 -0.390
Si 1.098 -0.891 -0.814
C 2.673 -1.598 -0.008
C 1.785 0.646 -1.667
H 0.754 -1.949 4.579
H 2.667 0.329 -2.223
H -3.238 2.921 1.385
O -2.697 -2.880 -0.739
C 0.552 -1.944 -2.297
C -2.425 0.042 -0.752
H -2.254 -3.389 4.600
H 2.126 1.385 -0.948
S -2.766 -2.079 0.453
H 2.889 -2.617 -0.311
O -1.061 5.807 -4.053
S 2.082 5.941 -2.947
F 4.681 5.605 -3.075
O -0.627 3.937 -0.270
H 2.621 -1.478 1.073
H 1.066 1.055 -2.369
F -1.967 8.477 -5.049
C -2.619 -0.735 3.650
H -3.972 1.234 1.439
H -0.343 -3.482 -0.332
H 1.231 -1.151 3.104
C 1.016 -6.081 0.471
F -0.283 7.750 -6.187
H -2.087 -0.568 -1.585
Si -1.203 -1.812 3.002
H -1.250 -3.963 1.012
H -0.717 -4.004 4.107
H 2.613 -4.807 1.010
F 0.920 -8.226 1.518
F -0.171 -6.098 -0.173
O 1.891 4.535 -3.171
O 0.965 2.552 0.794
H -2.193 0.217 3.976
F 1.880 -6.799 -0.322
F 1.847 -6.593 2.667
C -1.820 1.281 1.335
H 0.778 -3.001 -2.156
H -1.585 3.885 -0.231
O -3.394 -0.677 0.031
H 0.487 -4.379 2.341
H 3.533 -1.010 -0.321
C -1.038 -1.868 1.052
H -3.046 -1.175 4.546
C 0.775 -3.751 1.502
C -0.466 -3.264 0.722
C -1.280 0.558 0.106
F 4.038 7.604 -3.577
H 0.228 -0.181 1.333
F 3.762 6.001 -4.988
C -1.614 -3.518 3.729
C 0.884 -6.903 1.787
H 0.295 -0.282 4.288
S -0.324 6.975 -3.660
C -0.303 -0.591 0.464
H -2.922 0.917 -1.155
H 1.103 -1.643 -3.186
F -0.332 -6.669 2.337
C -0.662 8.203 -4.987
C 1.606 -4.703 0.618
C 0.411 -1.256 3.814
H 1.398 -2.972 1.919
H -3.388 -0.504 2.926
H -0.506 -1.833 -2.524
H 0.683 2.658 1.703
O -0.756 7.621 -2.453
H -2.160 -4.158 3.042
C 3.726 6.308 -3.686
*
```